A | Molecular formula: CH4N3P
Method: DFT, ωB97M-V/def2-TZVPD

Results
**HOMO**: -8.880 eV
**Charge**: 0
**Spin multiplicity**: 1

Each line ends with the Löwdin charge.
CARTESIAN COORDINATES (ANGSTROEM)
C (0.27, 0.84, 0.61)  -0.47
N (0.56, 1.00, -0.79)  -0.12
N (0.10, 0.15, -1.52)  -0.11
N (-0.59, -0.83, -0.93)  -0.31
P (-0.80, -0.69, 0.81)  0.83
H (1.55, 0.82, 1.21)  0.18
H (-0.17, 1.75, 1.01)  0.03
H (-1.14, -1.43, -1.54)  0.07
H (0.23, -1.61, 1.14)  -0.10



B | Molecular formula: CH4N3P
Method: DFT, ωB97M-V/def2-TZVPD

Results
**HOMO (alpha / beta)**: -10.724 / -8.720 eV
**Charge**: 0
**Spin multiplicity**: 1

Each line ends with the Löwdin charge.
CARTESIAN COORDINATES (ANGSTROEM)
C (-1.69, 0.57, -0.03)  -0.54
N (-2.28, 1.42, 0.46)  0.05
N (1.65, 1.14, -0.76)  -0.02
N (-0.30, -1.68, 0.51)  -0.31
P (-0.64, -0.70, -0.83)  0.81
H (1.76, 1.20, 0.30)  -0.02
H (0.98, 1.91, -0.93)  -0.06
H (0.46, -1.28, 1.14)  0.06
H (0.07, -2.58, 0.15)  0.02



C | Molecular formula: CH4N3P
Method: DFT, ωB97M-V/def2-TZVPD

Results
**HOMO**: -8.705 eV
**Charge**: 0
**Spin multiplicity**: 1
**SMILES**: C1N=NNP1

Each line ends with the Löwdin charge.
CARTESIAN COORDINATES (ANGSTROEM)
C (-0.72, 0.12, -0.88)  -0.45
N (0.58, -0.28, -1.26)  -0.09
N (1.39, -0.51, -0.39)  -0.15
N (1.01, -0.37, 0.86)  -0.35
P (-0.70, 0.08, 0.98)  0.81
H (-0.81, 1.03, -1.40)  0.05
H (-1.56, -0.47, -1.25)  0.06
H (1.37, -1.06, 1.80)  0.20
H (-0.54, 1.46, 1.53)  -0.08



How far above the most stable structure does each one sit? In kJ/mol: A 0.0; B 22.7; C 30.2.